The following is a DFT calculation (the ωB97M-V functional and the def2-TZVPD basis) of a cluster of 8 separate species, C29H44Cl2O21 in total.

Last column: Löwdin charge in e.
Cartesian coordinates (Å):
C (-0.5201, 3.8139, 1.3817)  0.000
C (-0.8232, 2.4663, 2.0604)  -0.277
C (-0.1853, 1.3045, 1.3100)  -0.070
O (1.0355, 1.0139, 2.0336)  0.031
C (1.0008, 1.6651, 3.2030)  -0.587
O (1.7903, 1.7031, 4.0977)  0.156
O (-0.2381, 2.1586, 3.3501)  0.088
H (0.4591, 3.9535, 0.9902)  0.062
H (-0.8122, 4.6138, 2.1224)  0.106
H (-1.3176, 3.9309, 0.6021)  0.100
H (-1.8892, 2.3267, 2.0873)  0.119
H (0.1099, 1.6187, 0.3197)  0.127
H (-0.7545, 0.3874, 1.3350)  0.110
C (1.4153, -2.2971, 3.9692)  0.000
C (2.4567, -2.2322, 2.8429)  -0.339
C (3.9113, -2.0722, 3.3194)  -0.094
O (4.5545, -3.2679, 2.8899)  0.066
C (3.6402, -4.0771, 2.2655)  -0.564
O (3.7767, -5.1870, 1.9533)  0.186
O (2.4263, -3.4589, 2.1695)  0.058
H (1.3424, -1.3404, 4.4738)  0.074
H (1.7129, -3.0954, 4.6498)  0.092
H (0.3935, -2.5429, 3.5444)  0.095
H (2.3623, -1.4597, 2.0604)  0.133
H (3.9173, -1.9868, 4.4292)  0.136
H (4.4273, -1.1802, 2.9985)  0.120
C (0.9904, 5.7803, -3.9282)  -0.016
C (2.1090, 4.9256, -3.3592)  -0.310
C (1.9509, 4.8357, -1.8755)  -0.096
O (1.9777, 3.4312, -1.5555)  0.026
C (1.9994, 2.7049, -2.6888)  -0.543
O (2.1062, 1.5218, -2.7457)  0.140
O (2.0911, 3.5444, -3.7936)  0.081
H (0.0602, 5.3557, -3.6041)  0.056
H (0.9816, 5.9040, -5.0129)  0.092
H (1.1321, 6.7593, -3.4891)  0.091
H (3.0620, 5.4109, -3.5603)  0.148
H (1.0184, 5.2141, -1.5027)  0.122
H (2.8301, 5.1723, -1.3145)  0.144
C (-0.4145, -5.5870, -0.4510)  -0.030
C (-1.5424, -5.7862, 0.4832)  -0.249
C (-1.2570, -6.6576, 1.7443)  -0.051
O (-1.8529, -5.9282, 2.8454)  0.068
C (-2.1362, -4.6646, 2.4402)  -0.567
O (-2.5441, -3.7524, 3.1036)  0.129
O (-1.9196, -4.4694, 1.1307)  0.052
H (0.4712, -5.1324, 0.0533)  0.113
H (-0.6930, -5.0867, -1.3608)  0.077
H (-0.0848, -6.5706, -0.7750)  0.093
H (-2.4391, -6.0604, -0.0097)  0.137
H (-0.2090, -6.8112, 1.9133)  0.128
H (-1.7625, -7.6204, 1.7336)  0.133
C (-4.8917, -0.8794, 3.0459)  0.005
C (-3.5275, -0.8957, 2.3177)  -0.251
C (-3.5663, -1.4632, 0.9169)  -0.117
O (-3.9797, -0.3549, 0.1223)  0.031
C (-3.7107, 0.8117, 0.7881)  -0.562
O (-3.8558, 1.9047, 0.3044)  0.132
O (-3.2376, 0.5402, 2.0161)  0.031
H (-5.0091, -1.9035, 3.4163)  0.091
H (-5.6300, -0.5980, 2.3304)  0.085
H (-4.7199, -0.3022, 3.9392)  0.087
H (-2.6807, -1.2589, 2.9480)  0.153
H (-4.3488, -2.1897, 0.7522)  0.140
H (-2.5689, -1.8189, 0.5830)  0.081
C (3.8322, 1.1824, 0.4041)  -0.016
C (3.6792, 0.0352, -0.5031)  -0.297
C (4.7158, 0.1267, -1.6631)  -0.073
O (5.6483, -0.9142, -1.3651)  0.077
C (5.1388, -1.7010, -0.4038)  -0.563
O (5.5296, -2.7780, -0.0833)  0.172
O (4.0348, -1.1902, 0.1878)  0.070
H (4.8119, 1.2712, 0.7518)  0.081
H (3.0747, 1.2344, 1.1876)  0.080
H (3.8481, 2.0889, -0.2114)  0.085
H (2.6822, -0.0303, -0.8604)  0.118
H (5.1931, 1.1163, -1.6209)  0.132
H (4.2821, -0.1023, -2.6681)  0.141
C (-4.2107, 0.8144, -3.1986)  0.003
C (-3.4137, 1.9601, -3.9199)  -0.272
C (-3.8821, 3.3367, -3.5988)  -0.063
O (-2.6275, 4.0700, -3.3646)  0.068
C (-1.6748, 3.1251, -3.0516)  -0.525
O (-0.5845, 3.4199, -2.6820)  0.160
O (-2.1110, 1.8883, -3.2701)  0.060
H (-4.0931, -0.1780, -3.6213)  0.074
H (-5.2126, 1.1069, -3.2144)  0.061
H (-3.8622, 0.8014, -2.1613)  0.072
H (-3.3927, 1.6750, -4.9342)  0.136
H (-4.5146, 3.3094, -2.7075)  0.141
H (-4.3721, 3.7114, -4.5001)  0.141
C (-0.0990, -0.7311, -2.6860)  -1.057
Cl (-1.0552, -1.1937, -4.0570)  0.578
Cl (-0.5407, -1.5537, -1.1919)  0.578
H (0.9517, -1.0512, -2.7720)  0.026
H (-0.1669, 0.3660, -2.5815)  0.012

- strongest force on any atom (hartree/bohr) = 0.081
- E_HOMO (eV) = -10.2
- structure (SMILES) = C[C@H]1COC(=O)O1.C[C@H]1COC(=O)O1.C[C@H]1COC(=O)O1.C[C@H]1COC(=O)O1.C[C@H]1COC(=O)O1.C[C@H]1COC(=O)O1.C[C@H]1COC(=O)O1.ClCCl
- HOMO-LUMO gap (eV) = 10.62
- spin multiplicity = 1
- total energy (eV) = -98830.18898